No. 1
8
Properties=species:S:1:pos:R:3:nbo_charge:R:1 method="wB97M-V/def2-TZVPD" e_above_lowest_ev=1.402 charge=-1 e_homo_ev=-5.14
N -1.058 2.983 0.614 -0.171
H 1.610 -0.211 -0.691 0.316
N 0.487 1.895 1.634 -0.415
N -0.887 1.898 -0.111 -0.421
N 0.714 -0.333 -0.048 -0.242
F 1.335 -0.905 1.083 -0.294
C 0.066 1.272 0.500 0.382
N -0.266 2.978 1.600 -0.155

No. 2
6
Properties=species:S:1:pos:R:3:nbo_charge:R:1 method="wB97M-V/def2-TZVPD" e_above_lowest_ev=1.918 e_homo_ev="-12.47 / -11.71"
O 0.009 -0.202 -0.177 -0.313
C 1.252 -0.120 0.074 1.003
H -2.620 -0.186 0.011 0.408
O -2.304 0.656 -0.203 -0.408
F 1.850 1.010 0.462 -0.288
O 1.813 -1.157 -0.167 -0.401

No. 3
6
Properties=species:S:1:pos:R:3:nbo_charge:R:1 method="wB97M-V/def2-TZVPD" e_above_lowest_ev=1.737 e_homo_ev=-9.37
C -0.453 -0.516 0.529 0.440
N -0.106 -0.888 1.623 -0.678
I 1.725 -0.508 2.344 0.332
H 0.373 0.141 -0.156 0.136
O -1.518 -0.549 -0.204 -0.622
I -3.552 -1.305 0.057 0.393

No. 4
8
Properties=species:S:1:pos:R:3:nbo_charge:R:1 method="wB97M-V/def2-TZVPD" e_above_lowest_ev=3.559 charge=-1 e_homo_ev="-4.36 / -3.18"
O -2.561 0.141 -0.392 -0.897
C 1.505 0.345 -0.508 -0.815
O -1.486 -1.606 1.127 -0.894
H 2.266 0.501 0.320 0.173
I 1.487 1.705 -2.199 0.062
I 1.924 -1.741 -0.859 0.038
O -1.481 0.839 1.774 -0.903
S -1.655 -0.183 0.736 2.236

No. 5
6
Properties=species:S:1:pos:R:3:nbo_charge:R:1 method="wB97M-V/def2-TZVPD" e_above_lowest_ev=4.981 e_homo_ev="-10.00 / -8.66"
O 1.164 -0.950 -0.321 -0.611
N 0.827 1.323 0.376 -0.305
N 2.855 1.503 -0.446 -0.500
I 3.504 -0.122 0.059 0.905
H -0.571 0.169 -0.286 0.197
C 0.670 0.197 -0.114 0.314

No. 6
7
Properties=species:S:1:pos:R:3:nbo_charge:R:1 method="wB97M-V/def2-TZVPD" e_above_lowest_ev=3.135 e_homo_ev="-9.17 / -9.17"
H -0.584 0.043 -0.073 0.294
C 0.425 -0.221 -0.345 -0.234
I 1.362 3.289 -0.278 -0.303
O 2.285 -1.495 0.374 -0.258
O 2.135 1.192 -2.652 -1.009
P 0.911 1.334 -1.882 1.222
N 1.377 -0.829 0.054 0.287

No. 7
6
Properties=species:S:1:pos:R:3:nbo_charge:R:1 method="wB97M-V/def2-TZVPD" charge=+1 e_homo_ev=-11.13
O 1.840 -0.359 0.452 -0.783
H -0.477 1.313 0.030 0.518
C 1.174 0.639 0.063 0.333
O -0.143 0.367 0.185 -0.925
Li 0.283 -1.647 -0.003 0.878
K -2.677 -0.314 -0.727 0.978

No. 8
5
Properties=species:S:1:pos:R:3:nbo_charge:R:1 method="wB97M-V/def2-TZVPD" s_squared=2.008 e_above_lowest_ev=2.030 multiplicity=3 charge=+1 e_homo_ev="-10.29 / -10.70"
Li -1.041 1.341 -0.398 0.569
C 2.951 1.204 1.454 0.379
O 3.423 2.233 1.328 -0.398
H 2.043 0.593 1.019 -0.022
Tm 0.711 -1.063 -0.117 0.471